(1)
A molecular structure, C49H52BrClN3O6PPbSSi2Te. Source: the Open Molecules 2025 dataset; level of theory: the ωB97M-V functional and the def2-TZVPD basis.

As for the total charge: -2. The calculation puts the relative energy (zero: lowest compared OMol25 entry of this formula, charge and spin) at 0.0 kcal per mole. The value obtained for the total energy is -199406.861 eV. As for the HOMO energy: -3.297 eV.

Each line ends with the Löwdin charge.
Atoms and positions in Å:
Pb: -0.71 0.39 -0.26  1.200
Cl: -4.30 3.61 5.37  0.585
C: -3.81 3.01 3.80  -0.683
C: -4.57 2.00 3.17  -0.110
C: -4.21 1.53 1.94  -0.002
C: -3.04 2.00 1.26  -0.390
O: -2.77 1.55 0.09  -0.222
C: -2.27 2.99 1.94  -0.131
C: -1.09 3.59 1.38  -0.092
N: -0.38 3.08 0.44  0.045
C: 0.71 3.79 -0.09  -0.201
C: 1.42 4.78 0.55  -0.033
C: 2.45 5.48 -0.10  -0.088
C: 2.77 5.22 -1.40  -0.061
C: 2.09 4.19 -2.09  -0.169
C: 2.37 3.86 -3.44  -0.020
C: 1.69 2.84 -4.04  -0.036
C: 0.75 2.11 -3.27  -0.126
N: 0.47 2.39 -2.03  0.064
C: 1.09 3.44 -1.43  -0.156
C: -2.70 3.50 3.18  -0.097
H: -5.45 1.61 3.68  0.098
H: -4.77 0.75 1.46  0.118
H: -0.82 4.57 1.81  0.120
H: 1.19 5.03 1.58  0.096
H: 2.98 6.25 0.44  0.099
H: 3.55 5.77 -1.91  0.107
H: 3.11 4.43 -3.98  0.114
H: 1.86 2.57 -5.07  0.109
H: 0.23 1.26 -3.71  0.120
H: -2.11 4.28 3.66  0.102
O: -3.05 -2.07 1.27  0.025
C: -2.12 -1.60 1.93  -0.639
O: -1.56 -0.46 1.77  -0.306
C: -1.52 -2.40 3.07  -0.128
C: -2.28 -3.43 3.63  -0.024
C: -1.79 -4.17 4.69  -0.092
C: -0.52 -3.90 5.18  -0.096
C: 0.25 -2.90 4.62  -0.085
C: -0.24 -2.13 3.55  -0.274
P: 0.79 -0.78 2.81  1.093
C: 2.44 -1.26 3.47  -0.391
C: 3.14 -0.62 4.49  -0.095
C: 4.44 -0.99 4.81  -0.099
C: 5.07 -2.01 4.11  -0.111
C: 4.38 -2.66 3.09  -0.105
C: 3.09 -2.28 2.76  -0.184
C: 0.37 0.63 3.90  -0.354
C: 1.09 1.80 3.70  -0.118
C: 0.86 2.92 4.49  -0.095
C: -0.14 2.89 5.46  -0.111
C: -0.89 1.74 5.63  -0.091
C: -0.63 0.61 4.87  -0.058
H: -3.25 -3.62 3.19  0.113
H: -2.39 -4.96 5.12  0.093
H: -0.13 -4.48 6.01  0.093
H: 1.24 -2.71 5.01  0.096
H: 2.66 0.17 5.05  0.098
H: 4.96 -0.48 5.61  0.094
H: 6.08 -2.30 4.36  0.092
H: 4.87 -3.44 2.52  0.104
H: 2.59 -2.75 1.93  0.073
H: 1.85 1.84 2.93  0.082
H: 1.45 3.82 4.33  0.096
H: -0.34 3.77 6.06  0.097
H: -1.69 1.72 6.36  0.095
H: -1.22 -0.28 5.01  0.107
Br: 0.48 -2.27 -0.99  -0.245
C: 7.35 2.13 1.26  -0.193
Si: 5.63 1.76 0.59  0.386
C: 4.36 2.41 1.81  -0.181
C: 5.45 2.68 -1.03  -0.182
C: 5.44 -0.09 0.39  -0.587
Te: 3.48 -0.79 -0.21  1.134
C: 3.77 -0.29 -2.28  -0.588
Si: 4.29 -1.70 -3.38  0.373
C: 5.94 -2.35 -2.74  -0.196
C: 4.56 -0.99 -5.11  -0.189
C: 3.05 -3.09 -3.48  -0.213
H: 7.50 3.20 1.40  0.020
H: 8.13 1.77 0.58  0.022
H: 7.52 1.64 2.23  0.023
H: 4.66 3.40 2.18  0.033
H: 4.26 1.75 2.67  0.023
H: 3.38 2.50 1.34  0.009
H: 5.64 3.74 -0.87  0.029
H: 4.44 2.58 -1.43  0.013
H: 6.15 2.32 -1.79  0.031
H: 5.60 -0.57 1.37  -0.011
H: 6.18 -0.51 -0.29  -0.005
H: 4.57 0.45 -2.28  -0.015
H: 2.87 0.21 -2.63  -0.010
H: 6.73 -1.61 -2.84  0.025
H: 6.25 -3.25 -3.28  0.023
H: 5.85 -2.62 -1.68  0.010
H: 5.21 -0.11 -5.08  0.022
H: 3.61 -0.70 -5.56  0.028
H: 5.03 -1.73 -5.77  0.021
H: 2.95 -3.61 -2.53  0.009
H: 3.36 -3.80 -4.26  0.025
H: 2.06 -2.71 -3.73  0.012
N: -2.41 -0.55 -1.89  -0.019
C: -2.79 0.14 -3.09  -0.303
C: -3.20 -0.57 -4.22  -0.034
C: -3.47 0.10 -5.41  -0.063
C: -3.35 1.48 -5.48  -0.266
C: -2.98 2.19 -4.35  -0.052
C: -2.69 1.53 -3.16  -0.049
S: -3.60 2.31 -7.05  0.391
O: -3.85 3.70 -6.70  -0.383
O: -4.74 1.63 -7.65  -0.383
O: -2.35 2.10 -7.77  -0.380
H: -3.18 -0.64 -1.22  0.087
H: -2.06 -1.48 -2.10  0.030
H: -3.29 -1.64 -4.16  0.106
H: -3.78 -0.45 -6.29  0.109
H: -2.91 3.27 -4.41  0.108
H: -2.41 2.08 -2.27  0.087


(2)
A molecular structure, C3H6O3Pm. Source: the Open Molecules 2025 dataset; level of theory: the ωB97M-V functional and the def2-TZVPD basis.

As for the total charge: +1. The calculation puts the relative energy (zero: lowest compared OMol25 entry of this formula, charge and spin) at 47.3 kcal per mole. The spin multiplicity is 5. The value obtained for the total energy is -25895.768 eV. As for the HOMO energy (alpha / beta): -12.845 / -13.231 eV.

Each line ends with the Löwdin spin population.
Atoms and positions in Å:
O: -0.27 -0.11 0.07  -0.004
C: -0.27 -1.51 -0.26  0.000
C: -1.75 -1.79 -0.49  0.000
O: -2.39 -0.79 0.28  0.000
C: -1.70 0.38 0.04  0.001
Pm: 1.51 1.55 -0.30  4.202
H: 0.16 -1.99 0.63  0.000
H: -2.05 -2.78 -0.12  0.000
H: -2.00 -1.67 -1.56  0.000
H: -1.81 1.09 0.87  0.000
H: -2.07 0.83 -0.90  0.000
H: 0.35 -1.80 -1.11  0.000
O: 2.71 0.84 1.25  -0.199


(3)
A molecular structure, C14H22ClN5O5S3V. Source: the Open Molecules 2025 dataset; level of theory: the ωB97M-V functional and the def2-TZVPD basis.

The spin multiplicity is 2. The value obtained for the total energy is -103270.628 eV. As for the HOMO energy (alpha / beta): -7.830 / -7.845 eV.

Each line ends with the Löwdin spin population.
Atoms and positions in Å:
V: -0.21 -0.49 -0.32  1.096
O: -1.09 0.94 0.01  -0.018
N: -2.06 1.87 0.04  -0.003
C: -2.21 2.46 1.26  0.000
C: -3.16 3.40 1.43  -0.001
C: -3.97 3.73 0.31  0.000
C: -3.78 3.12 -0.89  0.000
C: -2.76 2.12 -1.12  0.000
S: -2.45 1.36 -2.55  0.001
H: -1.52 2.12 2.01  0.000
H: -3.28 3.88 2.39  0.000
H: -4.75 4.47 0.41  0.000
H: -4.38 3.37 -1.75  0.000
C: -3.80 -0.76 0.98  0.000
C: -2.73 -1.63 1.55  0.002
N: -1.43 -1.41 1.49  0.006
C: -0.83 -2.45 2.21  0.000
C: -1.78 -3.28 2.68  0.000
N: -2.98 -2.75 2.26  0.000
H: -3.72 -0.70 -0.10  0.000
H: -3.71 0.24 1.39  0.000
H: -4.78 -1.15 1.23  0.000
H: 0.24 -2.51 2.32  0.000
H: -1.72 -4.19 3.26  0.000
H: -3.90 -3.13 2.42  0.000
O: -0.42 -2.38 -3.08  0.001
Cl: -0.98 -2.67 -1.81  0.003
O: -1.40 -4.02 -1.68  -0.001
O: -2.01 -1.69 -1.44  0.007
O: 0.06 -2.38 -0.71  -0.006
C: 3.56 -2.19 0.01  -0.001
N: 3.66 -0.90 -0.63  0.003
C: 4.03 -1.04 -2.03  0.000
C: 2.67 0.11 -0.35  0.021
S: 1.56 -0.28 1.06  -0.061
N: 3.31 1.38 -0.11  0.005
C: 4.55 1.68 -0.79  0.001
C: 2.44 2.54 -0.03  -0.002
H: 4.44 -2.76 -0.28  0.000
H: 2.67 -2.77 -0.29  0.000
H: 3.56 -2.11 1.09  -0.001
H: 3.33 -1.69 -2.58  0.000
H: 5.03 -1.46 -2.09  0.000
H: 4.04 -0.08 -2.54  -0.001
H: 5.22 0.82 -0.75  0.000
H: 5.02 2.52 -0.28  0.000
H: 4.41 1.97 -1.84  0.000
H: 1.54 2.31 0.53  -0.001
H: 2.15 2.91 -1.03  -0.001
H: 2.98 3.34 0.49  0.000
S: 1.34 0.22 -1.73  -0.052


(4)
A molecular structure, C9H14N2PPt. Source: the Open Molecules 2025 dataset; level of theory: the ωB97M-V functional and the def2-TZVPD basis.

As for the total charge: -1. The calculation puts the relative energy (zero: lowest compared OMol25 entry of this formula, charge and spin) at 0.0 kcal per mole. The spin multiplicity is 3. The value obtained for the total energy is -25071.752 eV. As for the HOMO energy (alpha / beta): 0.190 / -3.763 eV.

Each line ends with the Löwdin spin population.
Atoms and positions in Å:
C: -0.03 0.06 -3.00  0.061
C: -0.49 -1.04 -3.81  0.036
C: 0.03 -2.26 -3.26  0.076
C: 0.71 -1.90 -2.05  0.025
C: 0.71 -0.45 -1.89  0.122
Pt: 0.50 1.22 0.09  0.928
P: -0.01 3.20 -0.57  0.164
H: -0.22 1.13 -3.15  0.002
H: -1.12 -0.93 -4.70  0.001
H: -0.09 -3.28 -3.65  0.005
H: 1.53 0.10 -1.26  0.020
H: 1.25 -2.53 -1.36  0.000
H: -1.22 3.75 0.01  0.063
H: -0.18 3.46 -1.95  0.026
H: 0.90 4.25 -0.33  0.024
C: 0.12 1.37 3.18  0.121
C: -0.04 0.01 2.68  0.076
N: 0.10 -0.26 1.38  0.055
C: -0.23 -1.59 1.14  0.019
C: -0.63 -2.11 2.34  0.013
N: -0.48 -1.11 3.29  0.022
H: -0.81 1.96 3.08  0.011
H: 0.45 1.36 4.23  0.026
H: 0.89 1.84 2.53  0.079
H: -0.07 -1.99 0.16  0.000
H: -0.96 -3.09 2.59  0.002
H: -0.61 -1.18 4.30  0.021


> Among the records above, which one has the highest total energy?

C9H14N2PPt